Entry 1:
Below is a molecular structure, C23H28BN2O4Tc, with properties calculated with ωB97M-V/def2-TZVPD.

The geometry in XYZ format:
```
59
Properties=species:S:1:pos:R:3:lowdin_charge:R:1
C -1.3483 4.8938 0.7944 0.03
H 4.0448 -4.6770 -1.3843 0.09
C -1.6616 2.5923 3.3609 -0.13
H -2.4418 2.4175 -1.8654 0.12
H -3.8268 -2.7543 -0.6884 0.16
H 5.4663 -4.7760 -2.4148 0.09
H -1.0969 2.2597 4.2320 0.13
C 4.6535 -4.1209 -2.1007 -0.07
H 6.8905 -2.8388 -2.8868 0.09
O 0.4842 -1.3174 -0.7624 0.16
H 2.4505 -3.1024 -1.6191 0.12
N -4.4301 -0.8217 -0.3418 -0.14
H 0.0342 3.7022 2.6670 0.14
H -5.0648 1.1165 -0.0531 0.14
H -3.4089 1.8877 2.2664 0.11
C -1.2616 3.5250 1.0073 -0.23
O -3.1892 -0.4114 -0.7256 -0.27
C 1.8905 -1.2450 -0.7232 -0.16
H 6.6061 -1.2703 -2.1411 0.08
H -3.1289 1.0585 3.8016 0.14
C 4.5200 -0.6691 -0.4350 -0.01
C 2.7927 -2.1814 -1.1713 0.08
C 6.1123 -2.1565 -2.5410 -0.04
C 2.2774 -0.0553 -0.1455 -0.18
H 3.9135 1.2043 0.4653 0.13
C -6.9152 -1.7125 0.2861 0.01
H -0.0468 2.0943 2.0039 0.10
H 5.5182 -1.8573 -3.4066 0.09
C -5.9194 -2.6117 -0.0691 0.02
Tc -1.8307 0.6032 0.1527 1.39
C 6.1060 -3.2473 -0.2819 -0.04
H -0.9961 5.5637 1.5667 0.14
H -2.0447 -0.3980 2.6289 0.14
O 1.1331 0.6914 0.2078 0.13
C 4.1504 -1.8845 -1.0225 -0.15
H 4.0489 -3.9049 -2.9841 0.09
H -2.2450 3.4619 3.6715 0.14
C -4.6641 -2.1423 -0.3866 0.04
N -1.6880 2.6686 0.0521 -0.06
C -6.6339 -0.3519 0.3111 0.01
H -2.6276 4.8342 -2.3395 0.13
H 6.8842 -3.9438 -0.5978 0.09
C -5.3690 0.0805 -0.0150 0.01
C -1.8511 5.3881 -0.3956 0.00
H -6.1038 -3.6754 -0.1093 0.14
H -7.9064 -2.0670 0.5333 0.14
H 6.5995 -2.3839 0.1656 0.08
C 3.6009 0.2715 0.0168 0.03
H 5.5713 -0.4413 -0.3240 0.12
C -2.6382 1.5135 2.9435 -0.17
C 5.2398 -2.8505 -1.4857 -0.56
C -0.6560 2.9630 2.2628 -0.11
H -1.9116 6.4555 -0.5609 0.13
H 5.5074 -3.7382 0.4879 0.09
C -2.1487 3.1527 -1.1223 -0.10
O -1.9095 0.4657 2.2214 -0.20
B 0.1090 -0.1320 -0.1913 -0.58
H -7.3881 0.3771 0.5693 0.13
C -2.2523 4.4971 -1.3847 -0.02
```

DFT total energy, a.u.: -1408.8022
Max |F|, hartree/bohr: 0.0161
HOMO (alpha / beta), eV: -12.909 / -12.909
ΔE to the lowest compared entry with this formula, charge and spin, kJ/mol: 10.4
Net charge: +2
LUMO (alpha / beta), eV: -6.860 / -6.863
Kohn-Sham gap (alpha / beta), hartree: 0.222 / 0.222

Entry 2:
Below is a molecular structure, C2H3ErO2 in a non-equilibrium geometry, with properties calculated with ωB97M-V/def2-TZVPD.

The geometry in XYZ format:
```
8
Properties=species:S:1:pos:R:3:lowdin_spin:R:1
H -4.1161 0.5431 0.6988 0.00
C -1.2720 -0.6932 -0.1423 0.08
O -2.2766 -0.4093 0.6192 0.02
H -1.3254 -1.5481 -0.8309 0.00
C -3.1806 0.5261 0.1520 0.01
O -0.2017 -0.1482 0.1932 0.02
Er 2.1341 0.0802 -0.2255 3.87
H -2.8892 1.2113 -0.6409 0.00
```

DFT total energy, a.u.: -1242.1112
Max |F|, hartree/bohr: 0.1576
HOMO (alpha / beta), eV: -20.377 / -26.404
ΔE to the lowest compared entry with this formula, charge and spin, kJ/mol: 0.0
Net charge: +3
Spin multiplicity: 5
LUMO (alpha / beta), eV: -15.383 / -15.362
Kohn-Sham gap (alpha / beta), hartree: 0.184 / 0.406

Entry 3:
Below is 2 unconnected molecules or ions with the total composition C4H14N in a non-equilibrium geometry, with properties calculated with ωB97M-V/def2-TZVPD.

The geometry in XYZ format:
```
19
Properties=species:S:1:pos:R:3:lowdin_charge:R:1
H -2.9395 -1.0060 0.4604 0.05
H 1.0149 0.9252 2.4612 0.19
C 1.0753 0.5264 0.2649 -0.20
H 2.0181 0.4655 -1.6143 0.04
N 1.2325 1.3166 1.5063 0.15
H -0.3907 -1.7425 -0.5629 0.07
H 0.4760 2.0983 1.6078 0.22
C -2.3306 -0.7888 -0.3712 -0.15
H 2.1639 1.6493 1.7276 0.16
H 1.1488 2.0223 -1.1413 0.09
H -1.7941 0.0738 -0.3733 -0.01
H -0.0221 0.5909 0.0699 0.10
H 2.9258 1.4638 -0.7879 0.12
C 1.8184 1.1931 -0.9478 -0.03
C -1.5347 -2.1381 -0.5562 -0.13
H -3.1458 -0.7691 -1.0820 0.07
H -1.5180 -2.7140 0.4333 0.08
H 1.5267 -0.4362 0.3316 0.12
H -1.7247 -2.7304 -1.4263 0.05
```

DFT total energy, a.u.: -215.2189
Max |F|, hartree/bohr: 0.1038
HOMO, eV: -14.508
ΔE to the lowest compared entry with this formula, charge and spin, kJ/mol: 236.2
Net charge: +1
LUMO, eV: -4.086
Kohn-Sham gap, hartree: 0.383

Entry 4:
Below is 2 unconnected molecules or ions with the total composition C4H13NO in a non-equilibrium geometry, with properties calculated with ωB97M-V/def2-TZVPD.

The geometry in XYZ format:
```
19
Properties=species:S:1:pos:R:3:lowdin_charge:R:1
H -0.1377 -0.9396 1.9694 0.00
H 1.1535 -0.2642 1.3720 0.11
H -1.9071 -0.2540 -2.6669 0.04
H -1.5459 -1.1514 1.6420 0.06
H 0.7392 -0.6160 -1.9961 0.07
C 1.0211 1.9723 1.4198 -0.09
H 2.0778 0.5436 0.1680 0.07
H 1.3466 2.9279 0.9664 0.08
H -0.0602 1.2120 -0.9981 0.06
H -0.0367 2.0354 1.6785 0.06
O -0.7381 -1.7096 1.7997 -0.10
H -2.2021 -1.4093 -1.3567 0.07
N 0.0899 0.4884 -0.3881 -0.10
H -1.2487 -2.0280 -2.4616 0.06
C -0.0894 -0.6190 -1.3304 -0.27
H 1.5533 1.7116 2.3497 0.07
C 1.1795 0.6337 0.6535 -0.25
C -1.4597 -1.0207 -2.1035 -0.06
H 0.2645 -1.5131 -0.7177 0.11
```

DFT total energy, a.u.: -290.1112
Max |F|, hartree/bohr: 0.0914
HOMO, eV: -8.476
SMILES: CCNCC.O
ΔE to the lowest compared entry with this formula, charge and spin, kJ/mol: 225.1
Net charge: 0
LUMO, eV: 0.965
Kohn-Sham gap, hartree: 0.347

Entry 5:
Below is 11 unconnected molecules or ions with the total composition C35H51BN13O4P in a non-equilibrium geometry, with properties calculated with ωB97M-V/def2-TZVPD.

The geometry in XYZ format:
```
105
Properties=species:S:1:pos:R:3:lowdin_charge:R:1
C 11.2318 -0.5754 -3.3168 -0.26
H 1.4082 -6.3009 -3.3812 0.08
H 1.5788 2.5208 1.6771 0.08
N -7.3442 4.5179 4.3776 0.13
H 3.4885 -4.1649 -7.3115 0.08
C -7.3383 -0.5662 4.6438 -0.26
H 0.8439 -7.6980 -4.2967 0.09
H -4.5832 -2.6030 1.9326 0.11
C -0.7250 -1.6729 0.5585 0.00
C 9.7202 2.6610 -5.0534 -0.27
C -3.5537 -2.8802 1.7311 -0.20
H 3.1469 0.5034 -1.2210 -0.02
C -9.7070 -1.3503 7.3879 -0.09
H 10.5206 2.1295 -6.9254 0.08
H 6.1793 2.8539 -2.8210 0.09
N -2.4433 2.5284 1.7482 0.16
C -0.9263 1.1155 0.6605 -0.04
H -9.5730 -0.9111 6.4045 0.04
N -1.6146 6.8429 2.6621 0.15
B -0.5525 -3.2589 0.4973 -0.71
H -2.8215 6.3191 0.9941 0.02
C 0.1122 -0.8500 -0.2356 -0.18
H 3.3552 -2.1477 -0.9422 -0.05
H -3.1465 -1.1581 2.9311 0.09
H -2.9349 -3.9273 -1.5001 0.10
H -10.1703 -2.3261 7.2541 0.08
H 11.3698 1.4545 -5.5388 0.06
C -1.7398 0.3021 1.4342 -0.01
H 1.8881 -0.7025 -2.1850 0.00
O 0.4980 -3.7584 1.1811 0.19
C 2.2424 2.8067 0.8639 -0.05
H -3.9798 7.3285 0.1261 0.09
N 4.9084 -0.0356 -2.8660 0.13
H -7.0649 1.5196 4.7142 0.07
O -0.7383 3.5443 0.5694 0.12
H 3.2448 2.9038 1.2605 0.08
H -3.2670 -4.1575 3.4174 0.07
H 3.6735 -5.0062 -8.8506 0.08
H 1.3062 -6.2294 -5.1422 0.03
C -2.6245 1.2070 2.2446 -0.35
H 2.5669 -3.6390 -8.7203 0.08
H 9.8187 0.7926 -6.0152 0.07
C -0.5413 -6.1238 -4.1488 -0.27
H 7.2780 1.8607 -3.7648 0.04
H 1.0737 5.2769 2.0899 0.06
C -1.8575 -3.7909 -1.4528 -0.07
C -4.9206 3.6468 4.0149 -0.07
H -5.8647 0.5855 5.6068 0.10
C -1.2760 2.5477 0.9283 -0.37
H 10.0750 -0.3524 -1.5764 0.08
C 5.6818 0.8107 -2.8771 -0.27
H -3.2181 2.7448 1.1120 0.14
N 1.0311 -6.1335 -7.5497 0.14
H -1.9246 -2.3796 3.0785 0.13
H 7.3243 1.7941 -2.0077 0.08
O -1.4118 -4.1211 -0.1351 0.02
H -8.7214 -1.5036 7.8239 0.08
H 1.8802 3.7575 0.4864 0.07
C 0.0316 0.5647 -0.1851 -0.12
H -2.8229 6.3486 -0.7732 0.09
H -4.2234 -4.9220 2.1551 0.07
C 1.8809 -5.4163 -7.8330 -0.27
N -1.6193 -5.7414 -4.0538 0.14
C 6.6642 1.8810 -2.8688 -0.07
H 0.8268 -4.5759 0.7924 0.12
C -0.5946 6.3402 2.8059 -0.25
C 0.9388 1.4966 -0.9765 -0.09
H -3.3909 -2.9391 0.6625 0.09
N -8.0193 -1.4884 4.5890 0.14
C 10.3902 1.7129 -5.9271 -0.09
H 0.3882 2.4114 -1.1645 0.11
C 2.2244 1.7816 -0.2151 -0.40
C -4.3919 5.2649 0.1062 -0.28
N 11.3243 -0.8112 -4.4360 0.14
C 11.1123 -0.2787 -1.8982 -0.06
H -2.4497 -4.7384 2.0050 0.06
C 0.7067 5.7314 3.0080 -0.06
H 11.4644 0.7292 -1.6849 0.09
P 1.3196 -1.6810 -1.3658 0.80
N -11.1696 0.1700 8.9115 0.12
H -1.4215 -4.4528 -2.1941 0.04
H 0.5152 -2.5039 -2.1805 0.01
N 2.4531 -2.5151 -0.6572 -0.27
C -6.4760 0.6025 4.7053 -0.07
H -1.6530 -2.7589 -1.7324 0.08
C -2.5719 -1.8727 2.3641 -0.11
C -1.6723 -1.0920 1.4263 -0.07
N 3.3027 1.1573 -0.4565 0.16
C -10.5250 -0.5000 8.2393 -0.29
C -6.2754 4.1347 4.2115 -0.28
H -4.2785 3.9195 4.8516 0.09
H 0.6577 4.9531 3.7681 0.09
H 11.7017 -0.9783 -1.3086 0.09
H -5.8061 0.6300 3.8485 0.06
N 9.1952 3.4053 -4.3544 0.13
C -3.4580 6.3731 0.1115 -0.07
H -4.8976 2.5688 3.9234 0.02
C 2.9581 -4.5098 -8.1976 -0.07
H -4.4772 4.0604 3.1106 0.06
C -3.3707 -4.2790 2.3402 -0.09
H 1.4339 6.4729 3.3349 0.09
O -3.3488 0.9828 3.1625 0.12
N -5.1093 4.3687 0.1153 0.13
C 0.8238 -6.6109 -4.2474 -0.07
H 1.1948 1.0643 -1.9308 0.08
```

DFT total energy, a.u.: -2743.2326
Max |F|, hartree/bohr: 0.0339
HOMO, eV: -8.849
SMILES: [H]/N=C(/C)Cc1c([PH2]=N)c(B(O)OC)c(CCC)c2c1C(=O)NC2=O.CC#N.CC#N.CC#N.CC#N.CC#N.CC#N.CC#N.CC#N.CC#N.CC#N
Net charge: 0
LUMO, eV: -1.040
Kohn-Sham gap, hartree: 0.287